Model P:
Entry from OMol25: 2 unconnected molecules or ions with the total composition C5H13NOS (wB97M-V/def2-TZVPD).

The geometry in ORCA input format:
```
! wB97M-V def2-TZVPD RIJCOSX def2/J DEFGRID3
* xyz 0 1
C 1.442 1.716 -0.775
C 0.965 2.548 0.345
H -2.267 -1.109 1.199
H -3.022 -3.096 -0.892
H 2.889 2.835 1.269
N 1.954 2.827 1.279
H 1.519 -2.827 0.138
H 1.691 0.734 -0.273
H 1.000 -2.873 -1.592
C -1.816 -1.864 0.558
H 1.474 2.909 2.211
H -1.974 -1.891 -1.691
C -2.645 -2.093 -0.713
H 0.185 -3.786 -0.438
C 0.720 -2.809 -0.509
S -0.244 -1.158 -0.173
O -0.141 2.973 0.364
H -1.760 -2.749 1.242
H 2.266 1.952 -1.509
H 0.647 1.126 -1.327
H -3.303 -1.252 -0.870
*
```

- HOMO energy: -8.44 eV
- LUMO energy: 0.03171 Ha
- Kohn-Sham gap: 9.31 eV


Model Q:
Entry from OMol25: a single C5H13NOS molecule (wB97M-V/def2-TZVPD).

The geometry in ORCA input format:
```
! wB97M-V def2-TZVPD RIJCOSX def2/J DEFGRID3
* xyz 0 1
H -3.732 0.327 1.070
H -3.289 -1.135 0.093
H 1.593 -1.011 -1.933
C -1.712 0.267 0.376
H -1.596 0.487 -0.723
H 1.043 1.611 -0.283
C -2.928 -0.427 0.762
H -2.853 -0.939 1.736
C 2.503 0.331 0.535
N -0.127 -0.885 2.098
H 0.174 0.183 -2.172
S -0.240 -0.695 0.629
H 2.288 0.454 1.633
H -1.695 1.363 0.712
H 3.154 1.060 0.273
H 0.462 -1.728 2.401
H 3.045 -0.567 0.425
O -0.384 -1.760 -0.402
H 1.892 0.787 -2.287
C 1.285 0.060 -1.717
C 1.293 0.522 -0.311
*
```

- HOMO energy: -8.82 eV
- LUMO energy: 0.03101 Ha
- Kohn-Sham gap: 9.66 eV


Which is most stable, and by how much? model P, by 26.3 kcal/mol.


Model P:
Entry from OMol25: 2 unconnected molecules or ions with the total composition C5H13NOS (wB97M-V/def2-TZVPD).

The geometry in ORCA input format:
```
! wB97M-V def2-TZVPD RIJCOSX def2/J DEFGRID3
* xyz 0 1
H 1.766 0.889 2.388
O 1.032 -2.131 2.277
N 1.953 -0.098 2.449
C -1.207 2.345 -0.996
H -2.281 -0.841 -3.486
C -0.545 -0.412 2.418
C -1.291 -1.025 -3.019
S -0.084 0.829 -1.047
H -0.754 0.649 2.274
H 0.740 -0.434 -2.797
H -0.755 -0.914 3.366
H -0.170 0.828 -3.517
H -1.234 -0.739 1.643
H -1.296 2.562 -2.075
H -0.677 3.140 -0.505
H 2.893 -0.430 2.321
H -0.816 -1.756 -3.690
H -2.265 2.161 -0.828
C 0.891 -0.914 2.284
H -1.617 -1.369 -2.031
C -0.232 0.039 -2.777
*
```

- HOMO energy: -8.80 eV
- LUMO energy: 0.02635 Ha
- Kohn-Sham gap: 9.52 eV


Model Q:
Entry from OMol25: a molecular structure, C5H13NOS (wB97M-V/def2-TZVPD).

The geometry in ORCA input format:
```
! wB97M-V def2-TZVPD RIJCOSX def2/J DEFGRID3
* xyz 0 1
C -0.833 -0.957 -0.971
H 3.041 0.143 1.650
H 1.012 -0.048 -1.799
C -1.645 0.115 1.228
H 2.770 1.108 -0.959
S -2.743 1.136 0.116
C 2.534 0.388 -0.177
C 0.122 0.165 -1.281
H 0.424 0.862 -0.295
H -1.691 -0.790 -1.575
C -1.259 -1.169 0.481
N 1.233 0.498 0.442
H -2.102 -1.848 0.546
H -0.434 -1.897 -1.312
H -0.766 0.754 1.294
H 2.719 -0.617 -0.585
H -0.382 0.941 -1.872
O 3.433 0.607 0.901
H -2.846 2.191 0.932
H -2.147 -0.017 2.179
H -0.440 -1.565 1.058
*
```

- HOMO energy: -8.77 eV
- LUMO energy: -0.00237 Ha
- Kohn-Sham gap: 8.70 eV


Which is most stable, and by how much? model P, by 95.4 kcal/mol.


Model P:
Entry from OMol25: 11 unconnected molecules or ions with the total composition C42H109N3O14 (wB97M-V/def2-TZVPD).

The geometry in ORCA input format:
```
! wB97M-V def2-TZVPD RIJCOSX def2/J DEFGRID3
* xyz 0 1
H -8.854 -1.337 -3.033
H -1.291 -3.025 -4.884
H -2.314 4.022 -0.318
C 6.090 -0.733 1.004
H -3.895 3.208 3.201
H -8.680 -3.829 -1.333
H -0.878 -1.108 1.094
C -1.190 6.886 3.223
H 2.052 -1.208 -6.147
H -2.837 -4.972 1.597
H -5.125 -0.364 -3.270
C -2.771 5.096 3.352
H -6.389 -3.243 0.465
H 2.957 6.251 1.573
H 1.248 1.129 -6.699
H 4.385 -4.127 -4.365
C 1.194 -0.737 0.826
H -1.900 1.244 3.839
H 5.349 0.434 -1.287
H 0.995 4.101 2.732
C -8.846 -2.981 -0.653
H -2.490 -3.280 1.032
H 1.816 2.191 -4.555
H -5.169 -5.354 2.243
H 0.894 -4.785 4.153
C 2.735 3.139 2.232
H -1.844 5.480 0.409
C -5.210 -4.361 2.607
H 3.447 3.958 2.472
C -0.217 4.288 -0.314
H 3.777 -0.432 -1.317
H -2.640 1.384 -3.961
C 1.796 -5.201 3.718
H 5.255 -1.430 0.991
H 1.875 0.676 2.024
H -7.331 -0.789 -2.631
H 0.095 3.931 -2.323
C 4.436 0.266 -1.850
H -0.767 2.615 -1.506
H 4.650 -3.025 -0.785
H -0.834 -5.321 -3.807
H -0.134 -0.722 -6.523
H 0.622 -3.991 -5.287
H 0.678 -3.585 -1.831
H 6.425 -0.468 0.014
H 0.047 0.581 -0.374
O 2.815 -5.210 4.712
H 1.734 0.756 -0.736
H 4.771 -0.203 -2.763
O 1.145 0.028 1.986
H 2.950 -5.067 1.860
N 3.453 1.836 2.172
H 3.231 -4.328 4.825
H 3.240 -4.027 -0.284
C 2.436 6.587 2.519
H 5.058 2.640 3.177
H 4.748 1.918 -4.130
H -2.977 1.138 2.463
C -2.666 0.361 -2.081
H 2.433 -7.111 3.134
H 0.128 4.004 5.159
H -5.061 1.375 -3.070
H -3.297 -0.389 -1.584
C 0.968 0.039 -0.479
C 4.329 -3.452 -3.486
H -0.070 3.728 0.631
C 1.596 3.292 3.194
H 2.975 -2.469 -1.241
N -1.345 5.509 3.524
H 6.973 -1.127 1.549
C 1.462 -6.649 3.334
C -8.405 -3.406 0.774
O 4.788 -5.246 -1.940
C -4.664 0.553 -3.669
H 3.079 3.173 -1.266
H 3.039 0.052 -5.467
H -0.552 -2.273 -3.390
H 5.340 -3.022 -3.213
H 3.704 -2.599 -3.714
H 0.587 1.149 -3.711
O -4.349 -3.522 1.848
H -1.164 1.109 2.187
H 0.386 8.367 3.304
H 4.391 -0.419 2.852
H -1.718 7.574 3.887
C 0.290 7.266 3.310
C -2.986 -3.889 1.804
H 1.013 2.766 -1.391
C -1.608 4.839 -0.405
C 5.165 0.392 2.844
H 2.920 7.523 2.817
C 0.063 3.305 -1.443
H -6.868 -2.878 2.765
H -0.820 -4.571 -1.547
H -9.909 -2.717 -0.674
H 2.955 -4.723 -2.620
C 4.647 2.373 -3.152
H -1.773 5.383 -1.328
H 4.281 3.389 -3.289
O 2.059 3.560 4.473
N -7.056 -3.856 0.917
H -0.655 4.945 3.085
C -1.098 -3.132 -3.811
H -1.616 7.172 2.235
H -7.291 -4.637 2.883
O 3.485 2.336 -1.052
H 0.638 5.851 0.403
C -6.680 -3.889 2.350
H -2.690 3.281 4.537
C -7.950 -1.688 -2.483
O -2.757 -0.599 -4.358
H 0.734 6.883 4.262
H 1.297 4.043 6.338
C 1.025 3.447 5.447
C 0.120 -4.494 -2.136
H 4.777 -5.950 -2.599
H -5.059 0.642 -4.688
C 3.849 -4.226 -2.280
H -2.542 -3.704 2.797
H -7.506 -2.557 -2.981
O 1.030 6.716 2.248
C -2.901 3.582 3.489
O -0.284 0.008 -5.916
C -0.279 -4.394 -3.606
H -1.599 0.037 -1.986
H -4.961 -4.335 3.648
C 0.857 1.673 -4.615
H -8.676 -2.563 1.475
C 3.639 -3.332 -1.068
H 2.829 1.342 -2.702
H 1.948 -0.806 -4.385
H 2.403 3.262 1.220
H -9.079 -4.238 1.041
H -1.923 -0.289 -4.757
H 0.921 -6.601 2.391
H -2.077 -3.163 -3.325
H -3.308 5.574 4.176
C 0.024 -1.697 1.002
H 2.152 -1.256 0.728
H 5.941 0.086 3.562
C -1.999 1.545 2.745
H 5.618 2.415 -2.661
O -8.159 -1.827 -1.083
O 0.732 5.308 -0.407
H 2.612 5.907 3.352
H 0.770 2.403 5.685
C 3.770 1.570 -2.208
C 2.024 -0.407 -5.401
H 0.798 -5.320 -1.920
O 5.626 0.515 1.530
C -3.148 0.493 -3.528
H 2.644 -3.472 2.534
H -0.020 -2.258 0.093
H -2.715 1.251 -1.434
H -3.160 5.408 2.370
H 0.942 2.447 3.058
O 0.900 -4.433 -4.458
H 0.985 -7.302 4.058
H 0.875 -0.647 -1.310
C 4.499 1.691 3.204
H 3.976 1.807 1.327
C 2.229 -4.481 2.443
H 1.316 -4.447 1.778
H 0.062 2.404 -4.826
C 0.992 0.686 -5.755
H 0.020 -2.429 1.830
O -2.001 2.993 2.580
H 3.998 1.544 4.138
*
```

- HOMO energy: -8.78 eV
- LUMO energy: 0.01659 Ha
- Kohn-Sham gap: 9.24 eV


Model Q:
Entry from OMol25: 11 unconnected molecules or ions with the total composition C42H109N3O14 (wB97M-V/def2-TZVPD).

The geometry in ORCA input format:
```
! wB97M-V def2-TZVPD RIJCOSX def2/J DEFGRID3
* xyz 0 1
C -4.685 9.373 -6.823
H 1.119 5.726 -1.304
C 1.441 10.684 -8.879
C -2.071 1.913 -0.749
H -8.014 8.446 -1.319
O -5.975 6.880 -9.054
H -2.311 5.744 -6.103
H -8.271 9.356 -5.564
H -7.187 2.780 -3.423
H -12.255 4.680 -4.198
C -1.462 6.458 -0.762
H 2.774 9.041 -8.639
H -0.353 12.202 -7.618
C -2.178 2.510 -7.643
O -6.136 9.083 -0.612
C -3.275 12.130 -0.689
C -4.232 10.061 -1.680
H -3.637 9.538 -0.925
H -5.202 10.055 -7.517
N -4.460 11.420 -1.164
H -9.508 7.561 -8.703
C -10.304 7.748 -7.981
C -0.864 6.088 -2.126
H -3.670 0.400 -7.207
H -3.287 1.389 -2.509
H -3.229 -5.568 -6.349
H -3.732 10.097 -2.649
H 0.624 6.931 -7.931
C -5.181 -0.714 -3.481
C 0.794 6.718 -5.847
H -10.708 9.265 -5.231
H -8.972 6.880 -2.588
N -5.116 -1.255 -4.865
H -1.131 6.703 -3.989
H -2.481 -3.416 -5.120
H -1.878 12.251 0.976
H -3.362 2.199 -10.191
C -1.269 5.729 -6.404
H -1.534 12.061 -8.847
H 2.321 7.036 -7.294
H -5.539 8.547 -2.525
H -4.937 -5.936 -5.779
H -5.884 3.521 -9.248
H -4.723 -1.424 -2.782
C -4.522 10.121 -5.509
H -5.608 4.845 -2.687
C -7.403 5.593 -10.517
H -2.187 10.635 0.408
C -3.521 -3.192 -4.857
H -8.401 7.708 -6.097
O -0.896 2.531 -1.291
H 1.050 7.152 -2.285
C -3.789 -1.740 -5.269
H -2.783 3.622 0.400
C -3.226 2.105 -1.686
H -3.808 4.945 -2.848
C -9.990 8.811 -6.939
H -1.176 5.851 -7.491
H -1.497 0.915 -8.906
C -4.793 5.053 -5.393
O 0.067 10.847 -9.189
O -7.115 0.757 -3.717
C -4.160 12.560 2.169
H 0.297 9.154 -7.216
H -1.756 7.507 -0.804
H -10.461 6.789 -7.479
H -3.746 13.102 -0.482
H -4.949 5.477 -6.383
C -6.554 5.590 -9.262
H -2.323 5.844 -0.500
H -6.853 5.922 -11.399
H -5.516 10.400 -5.146
H -3.705 -5.673 -4.638
O -10.862 8.527 -5.839
H -2.956 8.132 -6.801
H -1.470 2.843 1.167
H -1.386 2.406 -6.900
H -6.772 -0.483 -2.062
H 1.239 7.293 -5.032
H -6.209 7.300 -5.073
H -3.318 13.163 2.522
H -0.068 12.916 -9.261
H -4.731 12.308 3.061
H -5.131 6.939 -9.519
H -5.475 4.225 -5.192
C -2.676 11.587 0.624
H -5.553 2.134 -3.854
H 1.745 11.240 -7.985
H -11.594 3.903 -2.814
H -11.007 6.619 -3.982
O -5.505 8.251 -6.579
H -2.518 12.343 -1.443
H -4.812 13.104 1.484
H -7.814 8.905 -7.223
H -7.280 -1.205 -3.586
C -8.539 8.744 -6.426
H -4.177 2.031 -1.155
H -3.708 -3.357 -3.792
H -0.742 6.310 0.044
H -12.332 6.073 -2.028
H -4.862 4.624 -8.327
C -6.486 1.956 -3.316
H -6.267 1.891 -2.242
C -9.292 5.901 -2.948
H -5.556 7.750 -7.414
C 1.286 7.349 -7.160
H 1.335 8.601 -9.407
H -8.994 5.226 -2.139
C -5.606 9.440 -1.888
H -4.042 9.504 -4.749
C -2.440 1.253 -8.471
H -1.797 3.305 -8.299
H -10.122 9.783 -7.434
H -1.101 5.025 -2.281
O -2.798 0.200 -7.573
H -3.126 2.052 1.110
H -4.698 6.280 -2.154
C -11.311 4.534 -3.659
O -3.658 11.366 1.600
H -6.335 10.089 -2.386
H -3.472 8.469 -8.387
H -7.166 5.385 -8.379
H 2.060 11.011 -9.718
C -4.893 6.104 -4.290
C -4.752 5.487 -2.901
C -7.141 8.114 -0.740
H -4.640 0.232 -3.497
H -11.235 7.994 -8.490
C -10.786 5.895 -3.192
C -6.637 -0.439 -3.152
H -2.626 9.782 -7.486
C -4.027 -5.355 -5.639
H -3.033 -1.024 -4.935
O -4.386 -3.989 -5.645
H -10.638 4.044 -4.358
C -2.360 2.625 0.581
H -3.073 2.867 -7.127
H -3.113 3.069 -2.185
H -4.007 11.077 -5.609
H -5.118 11.352 -0.397
N 1.255 8.805 -7.233
H -4.816 4.627 -10.102
H -3.700 0.450 -10.029
H -7.489 7.884 0.269
O -6.229 6.609 -4.388
C -5.468 4.528 -9.227
H -5.698 -2.087 -4.803
O -1.463 6.920 -3.091
O -11.424 6.394 -2.009
O -0.613 6.760 -5.698
H 0.985 5.505 -3.039
H -0.889 4.701 -6.340
H -7.906 4.648 -10.725
H -4.514 1.617 -8.984
H -8.227 6.297 -10.374
C -3.575 1.387 -9.491
C -0.452 12.064 -8.697
C 1.692 9.218 -8.569
H -4.178 6.929 -4.323
C -3.329 8.958 -7.416
H 1.187 5.700 -5.786
H -3.835 4.514 -5.419
H -1.139 3.406 -1.608
C 0.663 6.135 -2.209
H -1.921 0.866 -0.481
H -6.803 7.182 -1.208
H -8.703 5.654 -3.830
H -3.735 -1.652 -6.354
*
```

- HOMO energy: -8.26 eV
- LUMO energy: 0.01292 Ha
- Kohn-Sham gap: 8.62 eV


Which is most stable, and by how much? model P, by 7.6 kcal/mol.


Model P:
Entry from OMol25: a molecular structure, C10H14N3 (wB97M-V/def2-TZVPD).

The geometry in ORCA input format:
```
! wB97M-V def2-TZVPD RIJCOSX def2/J DEFGRID3
* xyz 1 1
N -0.548 1.971 1.383
C -1.605 1.457 3.294
H -1.918 -2.984 1.714
H 1.559 -2.163 -1.499
C -1.374 0.275 2.529
H 2.454 -0.169 0.090
H 1.282 1.297 0.334
H 1.505 -0.749 -2.791
C 1.787 0.560 -0.407
H -0.131 0.859 -2.792
N -0.243 -0.536 0.123
N -0.637 0.723 1.486
C -1.078 2.472 2.532
C 0.963 -1.238 -1.918
H -0.097 2.110 -1.361
C -1.476 -1.959 1.638
C -1.784 -1.038 2.620
H -2.229 1.583 4.143
H 0.084 -1.715 -2.486
H -0.858 3.528 2.733
H -1.383 0.875 -1.558
C 0.511 -0.019 -1.000
H -0.365 -2.392 -0.150
H 2.595 1.003 -1.090
C -0.340 1.054 -1.738
C -0.750 -1.628 0.534
H -2.566 -1.397 3.422
*
```

- HOMO energy: -13.11 eV
- LUMO energy: -0.19499 Ha
- Kohn-Sham gap: 7.81 eV


Model Q:
Entry from OMol25: 2 unconnected molecules or ions with the total composition C10H14N3 (wB97M-V/def2-TZVPD).

The geometry in ORCA input format:
```
! wB97M-V def2-TZVPD RIJCOSX def2/J DEFGRID3
* xyz 1 1
H -0.372 -0.442 -2.985
N -2.160 -0.422 1.065
H 0.727 -3.377 1.052
C 0.335 1.856 -0.482
C -1.157 2.138 1.510
C 1.609 -2.753 1.055
H -0.884 3.191 1.820
H -3.220 -0.307 2.873
C -0.714 1.416 0.466
H 0.349 2.960 -0.419
H 1.297 1.532 -0.024
H 0.947 -0.571 -1.556
C -2.060 1.477 2.423
C -0.098 -0.084 -2.036
H 1.630 -2.195 2.038
N 2.017 -1.455 -0.837
H 2.822 -1.972 -1.152
H -1.228 -1.656 -0.924
C -0.810 -0.707 -0.891
H -2.343 2.103 3.265
H 0.812 1.588 -2.665
H 2.599 -3.398 1.107
N 1.370 -1.763 0.145
C -0.016 1.429 -1.903
C -2.511 0.211 2.168
C -1.227 0.071 0.290
H -1.072 1.708 -2.124
*
```

- HOMO energy: -12.78 eV
- LUMO energy: -0.18735 Ha
- Kohn-Sham gap: 7.68 eV


Which is most stable, and by how much? model Q, by 17.8 kcal/mol.